Below is C29H38InN6O6STe as an isolated structure, with properties calculated with the ωB97M-V functional and the def2-TZVPD basis.

XYZ file:
```
82
Properties=species:S:1:pos:R:3
In -1.52840 1.14041 0.46911
C -1.93115 0.59698 -2.68936
N -0.71583 1.16000 -2.07859
C -0.56701 2.50683 -2.64450
C 0.57687 3.37731 -2.13682
C 0.60534 3.55697 -0.61184
N -0.72182 3.36523 -0.06193
C -1.36400 4.39650 0.32598
C -2.74804 4.42405 0.74114
C -3.22408 5.58441 1.36586
C -4.54066 5.71769 1.74233
C -5.42060 4.66339 1.46209
C -4.98884 3.52124 0.83282
C -3.63346 3.34711 0.45602
O -3.26545 2.26233 -0.15173
C 0.41407 0.26940 -2.39965
C 1.63289 0.30663 -1.47998
C 1.40066 -0.21430 -0.06334
N 0.77670 0.76838 0.81036
C 1.39860 1.12242 1.86387
C 0.96199 2.07907 2.86927
C 1.96418 2.56781 3.72202
C 1.71072 3.48808 4.71282
C 0.39143 3.92811 4.88084
C -0.62079 3.44918 4.08668
C -0.38807 2.50024 3.05445
O -1.39665 2.07234 2.37832
H -1.81844 0.52140 -3.78148
H -2.78145 1.23660 -2.45204
H -2.12504 -0.38617 -2.26565
H -1.50524 3.02411 -2.43876
H -0.47501 2.42691 -3.74101
H 0.43717 4.35265 -2.61280
H 1.54286 3.00481 -2.48450
H 0.99692 4.54879 -0.35337
H 1.26272 2.81681 -0.16498
H -0.84887 5.36754 0.33134
H -2.52026 6.38897 1.55745
H -4.88975 6.61443 2.23673
H -6.46330 4.74803 1.74796
H -5.66490 2.70252 0.62161
H 0.73519 0.46245 -3.43720
H 0.02702 -0.75134 -2.37932
H 2.09337 1.29534 -1.44633
H 2.37288 -0.35695 -1.93793
H 2.34517 -0.55484 0.37056
H 0.72216 -1.07162 -0.10111
H 2.39382 0.69583 2.04405
H 2.97553 2.19969 3.57748
H 2.50574 3.85402 5.34861
H 0.16074 4.65155 5.65523
H -1.64516 3.77497 4.21941
C 4.47684 -5.03519 1.64187
C 3.00848 -5.31470 1.35074
S 2.21663 -3.79955 0.83650
O 2.28402 -2.89285 1.95273
O 2.79081 -3.40430 -0.43087
C 0.51394 -4.23255 0.57357
C 0.26116 -5.25253 -0.53627
N 0.26761 -4.69501 -1.88748
C -0.79107 -4.07455 -2.48032
N -0.45128 -3.49718 -3.62036
C 0.87471 -3.72506 -3.77874
C 1.34050 -4.46320 -2.73102
N 2.62995 -5.04375 -2.62122
O 2.79361 -5.98103 -1.84599
O 3.49834 -4.60760 -3.35043
C -2.18533 -4.11792 -1.96926
H 4.96794 -5.95198 1.96681
H 4.57947 -4.28514 2.42458
H 4.97892 -4.67619 0.74425
H 2.47259 -5.65562 2.23770
H 2.89762 -6.03654 0.54415
H -0.00775 -3.27415 0.40335
H 0.15099 -4.61255 1.52995
H -0.72529 -5.68598 -0.38100
H 0.97727 -6.06631 -0.51178
H 1.43350 -3.38750 -4.63477
H -2.73253 -4.93022 -2.45581
H -2.67304 -3.17413 -2.19506
H -2.23904 -4.23239 -0.88978
Te -2.22205 -1.41862 0.54380
```

Its electronic energy is -2764.23299 Eh. As for the total charge: -1.